{
  "formula": "C35H51MnNP2",
  "method": "ωB97M-V with the def2-TZVPD basis set",
  "de_lowest_kcal_mol": 0.0,
  "homo_energy_ev": [-9.86, -10.30],
  "total_charge": 1,
  "gap_ev": [8.164, 6.669],
  "total_energy_ha": -3252.407970,
  "spin_multiplicity": 5,
  "species": ["Mn", "C", "C", "C", "C", "C", "C", "H", "H", "H", "C", "H", "H", "H", "C", "H", "H", "H", "C", "H", "H", "H", "C", "H", "H", "H", "C", "C", "C", "C", "C", "C", "C", "C", "H", "H", "H", "H", "H", "H", "H", "H", "H", "H", "H", "H", "P", "C", "C", "P", "C", "C", "C", "H", "H", "H", "H", "H", "H", "H", "H", "H", "H", "H", "H", "H", "H", "C", "C", "C", "C", "C", "C", "N", "C", "C", "C", "C", "C", "C", "H", "H", "H", "H", "H", "H", "H", "H", "H", "H"],
  "coordinates": [[0.292960, -1.507182, 0.601580], [-0.622886, -3.060681, 1.795865], [0.707334, -3.428371, 1.357399], [0.877743, -1.604129, 2.796226], [-0.503269, -1.934314, 2.678376], [1.635845, -2.534048, 2.004033], [-1.875426, -3.803807, 1.483991], [-1.822548, -4.279783, 0.493560], [-2.748107, -3.134317, 1.501517], [-2.064558, -4.605950, 2.218654], [-1.578979, -1.312874, 3.494414], [-2.548957, -1.779378, 3.292801], [-1.640946, -0.236762, 3.283586], [-1.377852, -1.409228, 4.572488], [1.411328, -0.596278, 3.745246], [1.116810, -0.814594, 4.785897], [1.004269, 0.402667, 3.520295], [2.507946, -0.547422, 3.720205], [3.118515, -2.648392, 1.970961], [3.491498, -3.312645, 2.770275], [3.597152, -1.669239, 2.115610], [3.464287, -3.070738, 1.015870], [1.060245, -4.598630, 0.515172], [1.229636, -5.492833, 1.132910], [1.979931, -4.410078, -0.053757], [0.253550, -4.832446, -0.191773], [-1.467311, 0.266703, -4.882051], [-1.603422, -1.052687, -5.057499], [-0.824923, -1.894729, -6.018062], [0.631786, -1.426867, -6.278090], [1.379397, -0.996471, -5.055345], [1.480743, 0.272006, -4.629213], [0.775441, 1.440215, -5.242112], [-0.655985, 1.160051, -5.767799], [-1.349331, -1.941745, -6.988563], [0.638881, -0.662410, -7.065957], [-0.782826, -2.934288, -5.656599], [-0.613436, 0.800333, -6.803781], [-2.104957, 0.803362, -4.169495], [-2.479576, -1.564551, -4.635546], [-1.170664, 2.132968, -5.822751], [0.702356, 2.255101, -4.506399], [2.247195, 0.559505, -3.899821], [1.373732, 1.842625, -6.075820], [1.163774, -2.291748, -6.706420], [1.985180, -1.790969, -4.604318], [-1.108576, -0.825122, -0.922663], [-2.650775, 0.101740, -0.862253], [-1.312375, -2.250585, -2.036856], [1.675176, -0.282516, -0.634163], [0.212330, 0.240514, -1.657135], [2.733076, -1.328469, -1.688383], [2.610631, 1.199590, -0.168184], [-2.632972, 0.813681, -0.020632], [-3.480139, -0.606087, -0.696656], [-2.803439, 0.648341, -1.808451], [-1.306800, -1.912447, -3.077964], [-2.273083, -2.734468, -1.808647], [-0.508984, -2.987591, -1.893707], [2.922021, 1.755727, -1.067600], [3.503296, 0.890117, 0.398823], [2.007408, 1.857073, 0.475229], [-0.003621, 1.306586, -1.495392], [0.349509, 0.029011, -2.725879], [3.734920, -1.364716, -1.234947], [2.792081, -0.946859, -2.717099], [2.331952, -2.352415, -1.708248], [0.885005, 4.812245, 0.558669], [-0.168164, 3.950853, 0.232831], [-0.564192, 2.969283, 1.134193], [0.026135, 2.893227, 2.419945], [1.113121, 3.749849, 2.715953], [1.520211, 4.718469, 1.801111], [-0.460034, 2.010518, 3.369710], [-1.215366, 2.482635, 4.400783], [-1.139005, 1.862284, 5.682006], [-1.801953, 2.408884, 6.780383], [-2.613014, 3.540541, 6.611535], [-2.760963, 4.125133, 5.349443], [-2.087023, 3.596799, 4.257051], [1.203794, 5.580313, -0.153244], [-0.675789, 4.037083, -0.727015], [-1.376453, 2.274926, 0.910621], [1.569933, 3.660123, 3.702988], [2.342792, 5.385365, 2.066194], [-0.492032, 0.982052, 5.771046], [-1.687004, 1.947310, 7.762120], [-3.127647, 3.973499, 7.475042], [-3.400077, 4.990113, 5.208269], [-2.175446, 4.042443, 3.265375]],
  "forces_ev_per_a": [[0.37, -0.58, 3.15], [0.90, 0.01, -0.13], [-0.36, 0.26, 1.37], [-0.42, -0.97, -0.12], [0.88, -0.51, -0.12], [-1.03, -0.16, -0.19], [-0.47, -0.23, -0.09], [-0.07, 0.14, 0.28], [0.22, -0.23, -0.06], [0.10, 0.27, -0.22], [-0.42, 0.44, -0.02], [0.14, 0.16, 0.07], [-0.12, -0.23, 0.13], [0.02, -0.08, -0.28], [0.32, 0.77, 0.18], [0.07, -0.12, -0.32], [0.24, -0.39, 0.16], [-0.27, -0.02, 0.01], [0.55, 0.04, -0.11], [-0.20, 0.21, -0.25], [-0.07, -0.28, -0.09], [-0.03, 0.15, 0.27], [0.12, -0.41, -0.27], [-0.02, 0.15, -0.19], [-0.19, -0.14, 0.05], [0.23, -0.03, 0.09], [-0.73, -0.28, -0.33], [-0.95, 0.45, -0.43], [0.41, -0.18, -0.34], [-0.38, -0.54, -0.52], [0.69, 0.55, 0.09], [0.73, -0.50, -0.65], [-0.35, 0.45, -0.20], [0.49, 0.62, -0.05], [0.08, -0.03, 0.29], [0.14, -0.16, 0.39], [-0.15, 0.28, 0.03], [-0.15, -0.05, 0.42], [0.06, -0.39, -0.15], [0.53, 0.25, 0.30], [0.13, -0.30, -0.01], [0.15, -0.22, -0.07], [-0.41, -0.32, 0.01], [-0.06, -0.05, 0.25], [-0.12, 0.30, 0.09], [-0.17, 0.38, 0.11], [0.66, 0.24, -0.54], [-0.54, 0.20, -0.22], [-0.29, 0.01, -0.37], [-0.66, 0.28, -0.72], [-0.03, 0.41, -0.65], [0.28, 0.08, -0.19], [0.36, 0.18, -0.14], [0.02, -0.32, -0.38], [0.24, 0.32, -0.08], [-0.10, -0.22, 0.38], [-0.02, -0.22, 0.33], [0.26, 0.06, -0.08], [-0.18, 0.28, 0.09], [-0.04, -0.15, 0.34], [-0.27, 0.11, -0.21], [0.06, -0.25, -0.22], [0.04, -0.15, -0.15], [-0.11, 0.31, 0.21], [-0.25, -0.03, -0.20], [0.16, -0.16, 0.42], [0.07, 0.32, 0.00], [0.01, 0.29, -0.11], [0.44, -0.08, 0.14], [0.07, -0.16, 0.65], [-0.10, 1.02, -1.05], [-0.64, -0.20, 0.21], [-0.07, -0.45, -0.18], [-0.02, -0.40, 0.82], [-0.15, 0.32, 0.09], [0.03, -0.17, -0.04], [0.12, -0.17, -0.55], [0.04, 0.01, 0.22], [0.16, -0.39, -0.30], [0.33, 0.39, 0.09], [-0.16, -0.30, 0.28], [0.14, 0.01, 0.17], [0.16, 0.29, 0.03], [-0.05, 0.12, -0.28], [-0.27, -0.17, -0.16], [-0.27, 0.38, 0.08], [-0.06, 0.17, -0.29], [0.19, -0.19, -0.35], [0.04, -0.10, 0.09], [-0.05, -0.02, 0.30]]
}